Computed, not measured: 8 unconnected molecules or ions with the total composition C28H46N7O12, with ωB97M-V with the def2-TZVPD basis set.

XYZ file:
```
93
Properties=species:S:1:pos:R:3:lowdin_charge:R:1
C -51.6249 7.4959 -20.6312 0.0793
H -55.8888 13.4599 -25.1245 0.0769
H -52.9379 12.5814 -23.9778 0.1230
H -58.7698 11.3146 -21.5938 0.0706
N -59.1163 15.2572 -19.1841 -0.1517
O -55.7544 13.4185 -15.6891 -0.1143
N -53.0526 14.0906 -25.6436 -0.1779
O -53.7119 16.2089 -25.1094 0.0598
O -51.7257 9.7657 -22.5075 0.0927
C -54.7712 12.8181 -18.1783 -0.0647
H -54.8182 4.9615 -21.1125 0.0461
H -55.7591 12.4639 -18.1544 0.0834
H -50.9599 8.2109 -20.2635 0.0645
C -55.7200 12.6207 -21.6718 -0.8230
H -52.6663 15.1112 -27.6908 0.0611
H -52.8708 14.5950 -20.6699 0.1211
H -53.3161 14.9933 -23.7110 0.1457
H -53.1624 10.9140 -17.7057 0.1117
C -52.7731 7.9821 -21.5968 -0.0555
O -56.1557 11.5208 -22.2625 0.0741
H -54.4038 12.6627 -19.0180 -0.0068
C -58.5057 15.1108 -26.8298 0.0097
O -60.3255 13.1032 -22.7040 0.1055
H -51.5838 12.8251 -21.7475 0.0414
C -51.6861 6.1351 -19.9487 -0.0869
C -56.9395 13.7918 -25.2058 -0.0139
H -56.9500 14.9742 -18.9123 0.0830
H -51.6779 15.8410 -20.7056 0.0203
C -54.0451 7.0506 -21.6676 0.1011
H -52.8971 4.3731 -19.3902 0.1074
O -61.1216 11.7836 -18.4256 0.0014
H -54.0723 12.2754 -15.0047 0.0957
H -54.9845 13.9396 -18.2847 0.1326
H -60.0193 15.9233 -17.5155 0.1311
N -52.8085 9.2943 -22.2217 -0.3704
H -51.8448 12.2827 -17.4410 0.0625
C -52.8632 12.7613 -25.1538 -0.0817
H -52.3020 13.4535 -27.6167 0.0954
C -58.6520 10.7266 -20.6891 -0.0577
H -60.6130 15.1879 -26.3658 0.0489
H -50.8785 5.9792 -19.3438 0.0502
H -49.5201 14.9603 -18.9645 0.0510
C -49.5412 14.0146 -19.4768 -0.0669
H -60.4568 8.6461 -20.2918 0.0777
C -59.7952 14.6373 -26.0208 0.0605
C -54.5752 12.7643 -15.7739 -0.2038
C -57.1265 14.6315 -26.3359 -0.0830
H -57.9636 13.5972 -18.5001 0.0366
C -60.3631 15.2911 -18.4467 -0.0172
H -54.7231 7.3209 -22.3986 0.0376
C -57.8841 14.5933 -18.5517 -0.0065
H -53.8216 12.3122 -25.4647 0.0805
C -53.4585 15.1203 -24.8341 -0.4241
O -53.8188 9.5857 -22.8123 0.0597
H -51.9943 12.4670 -25.6420 0.0541
O -50.0406 11.8496 -21.2637 -0.0672
H -61.1360 9.3738 -19.0755 0.0452
C -50.8862 12.8157 -21.1207 -0.2915
H -56.4762 14.8796 -27.1420 0.0585
H -58.7611 15.4803 -27.7255 0.0143
H -52.5006 11.4196 -16.1901 0.0576
C -53.9313 5.5405 -21.0251 0.0137
C -52.9834 14.2256 -27.1697 -0.0279
H -51.7871 15.4574 -19.2893 0.0874
H -49.5243 13.3424 -18.5329 0.0983
N -59.8065 10.5145 -19.8891 -0.1736
H -57.8859 14.8839 -17.6135 0.0280
H -59.6909 8.7000 -18.7709 0.1115
H -58.0722 15.6012 -20.8377 0.0786
H -58.1851 9.7455 -21.1348 0.1367
H -61.0884 15.8126 -18.9365 0.0503
C -52.7311 5.2183 -20.1319 -0.1034
O -56.5362 13.2447 -20.9413 -0.0467
H -60.0153 12.4907 -19.8680 0.0441
C -52.7464 11.7928 -17.1618 0.0013
C -58.2079 13.4671 -24.3142 0.0704
C -60.2442 9.3154 -19.5189 -0.1353
N -54.0871 12.4854 -17.0161 -0.1749
O -54.5192 13.0263 -21.8450 -0.0925
O -61.7919 13.8302 -23.9782 0.0442
O -59.9550 16.2151 -21.1007 -0.0496
H -48.5336 13.9434 -20.0898 0.1241
H -58.0413 12.9449 -23.2750 0.1126
H -55.5142 11.0181 -22.7311 0.0569
H -60.4074 14.3060 -18.2255 0.0306
H -53.9427 14.3742 -27.6451 0.0582
N -50.7660 13.8313 -20.2853 -0.1400
C -59.0137 15.6298 -20.5163 -0.2787
N -60.6153 13.6949 -23.6312 -0.4022
H -57.9910 11.1288 -20.1038 0.0129
C -51.8130 14.9337 -20.2820 -0.0215
C -60.3242 11.7547 -19.3899 -0.1855
C -59.5498 13.9630 -24.6590 -0.0931
```

Summary:
HOMO-LUMO gap	6.1	eV
2S+1	1
highest occupied orbital energy	-5.45	eV
charge	-1

---

Computed, not measured: a single C26H27FN4O4 molecule, with ωB97M-V with the def2-TZVPD basis set.

XYZ file:
```
62
Properties=species:S:1:pos:R:3:lowdin_charge:R:1
O 3.6776 3.4014 -0.3670 0.0749
N -4.5306 2.5302 1.2562 0.0820
C 0.7903 0.7351 0.2422 -0.3957
H 0.8250 -3.1670 -0.9563 0.1212
H -1.3455 -4.6357 -2.5235 0.1162
C 3.9427 2.2236 -0.2114 -0.4281
C -3.4114 2.7385 3.3471 -0.0580
H 8.3931 1.7407 1.1650 0.1028
C -2.1754 3.8637 -2.3655 -0.2642
N -0.5089 1.0849 0.2507 0.0564
H -0.7225 3.6930 0.6639 0.1330
C -0.3501 -4.5856 -2.0771 -0.2002
H -0.0171 -4.2315 1.2086 0.1206
C -1.5639 1.6160 -1.8747 0.0014
C -2.1293 2.5327 -2.7412 0.0173
H -3.3751 3.1753 4.3331 0.1000
H -0.1158 -1.6767 0.8773 0.1198
O -3.0196 -0.9667 -0.1025 0.0767
H -0.3361 -2.4254 -2.0646 0.1139
C -4.4374 3.0486 2.4677 -0.1491
H -1.6132 1.5904 3.5758 0.1179
H 1.4044 1.2354 -1.7487 0.1432
H -1.0389 -6.4435 0.7526 0.1087
C 6.3984 2.4788 0.5047 0.0119
C -1.9408 -0.8829 0.4438 -0.4203
C 5.2679 1.7569 0.2188 -0.1849
C -0.1763 -5.7417 -1.0973 -0.2106
H 0.8383 -5.7257 -0.6928 0.1133
H 6.4928 3.5432 0.4502 0.1194
H -2.5372 2.2283 -3.6916 0.1229
C -1.1925 -3.1296 -0.2139 -0.3132
C -0.1871 -3.2480 -1.3615 -0.1481
H -0.3145 -6.6917 -1.6167 0.1075
C -1.1798 -5.6239 0.0456 -0.2009
C 7.3828 1.5384 0.8752 -0.0495
N -1.0263 -1.8642 0.4733 0.1174
H 0.3832 -4.6641 -2.8821 0.1088
O 5.5096 0.4348 0.3949 0.0499
C -1.4306 0.3894 1.1634 -0.1163
C -2.4340 1.8550 2.9226 -0.0151
N 3.0579 1.2244 -0.4612 0.0865
H -2.1939 -5.6954 -0.3530 0.1159
F -2.7219 4.7582 -3.2067 0.0704
H -5.2229 3.7399 2.7428 0.1029
H -1.7334 5.3475 -0.8932 0.1233
C 6.7836 0.3173 0.7888 -0.1065
H 3.2621 0.2909 -0.1311 0.1346
O 1.2411 -0.1577 0.9449 0.0526
C -1.1143 3.3788 -0.2914 0.0005
H -1.7478 -4.2011 1.5703 0.1181
C -2.5134 1.3118 1.6448 -0.1515
C -1.6753 4.3028 -1.1521 0.0194
H 1.5340 2.5932 -0.6097 0.1277
C -3.5999 1.6851 0.8548 -0.0929
C 1.6742 1.5137 -0.7209 -0.0623
H -1.5339 0.5689 -2.1343 0.1253
C -1.0561 2.0382 -0.6526 -0.2569
C -1.0148 -4.2893 0.7664 -0.1486
H -2.2127 -3.1322 -0.6118 0.1519
H -0.8200 0.0728 2.0186 0.1511
H 7.1490 -0.6734 0.9766 0.1230
H -3.7379 1.2753 -0.1341 0.1125
```

Summary:
HOMO-LUMO gap	9.6	eV
SMILES	O=C(NCC(=O)N(c1ccc(F)cc1)[C@H](C(=O)NC1CCCCC1)c1cccnc1)c1ccco1
2S+1	1
highest occupied orbital energy	-9.08	eV

---

Computed, not measured: 2 unconnected molecules or ions with the total composition C2H6FO2P, with ωB97M-V with the def2-TZVPD basis set.

XYZ file:
```
12
Properties=species:S:1:pos:R:3:lowdin_charge:R:1
F 0.9824 1.7740 0.0136 -0.3896
H 1.9664 1.3938 -2.6384 0.0644
H -1.8778 -1.4415 2.4043 0.0762
H -0.8654 0.3153 1.0376 0.0156
P 1.7409 0.3148 0.2841 0.9106
C -2.3312 -0.8349 1.6106 -0.1734
C 2.4106 0.4632 -2.3409 -0.0815
H -3.0566 -1.4438 1.0703 0.0783
O -1.3697 -0.4201 0.6712 -0.1719
H 2.9444 -0.1532 -3.0418 0.0638
H -2.8514 0.0137 2.0654 0.0778
O 2.3073 0.0186 -1.1361 -0.4702
```

Summary:
HOMO-LUMO gap (alpha / beta)	8.1 / 7.8	eV
2S+1	1
highest occupied orbital energy (alpha / beta)	-7.63 / -7.91	eV

---

Number 1: strongest force on any atom 12.53 eV/Å. Number 2: strongest force on any atom 1.32 eV/Å. Number 3: strongest force on any atom 1.85 eV/Å.